10 unconnected molecules or ions with the total composition C44H108O22S4 in a non-equilibrium geometry, computed with ωB97M-V/def2-TZVPD.

## Properties
- relative energy (zero: lowest compared OMol25 entry of this formula, charge and spin) (kcal/mol) = 65.6
- strongest force on any atom (eV/A) = 3.49
- highest occupied orbital energy (eV) = -8.2

ORCA input file:
```
! RIJCOSX wB97M-V def2-TZVPD def2/J DEFGRID3
* xyz 0 1
C 4.03 0.48 2.95
O 4.05 1.09 1.61
C 5.30 0.82 1.02
C 5.32 1.52 -0.34
O 5.31 2.99 -0.23
C 4.07 3.54 0.05
C 4.03 5.04 -0.37
O 3.89 5.25 -1.75
C 4.13 6.60 -2.23
H 4.48 -0.51 3.02
H 3.00 0.37 3.26
H 4.54 1.19 3.61
H 5.51 -0.22 0.76
H 6.18 1.19 1.55
H 4.48 1.14 -0.91
H 6.18 1.18 -0.91
H 3.91 3.54 1.13
H 3.38 2.93 -0.52
H 4.96 5.50 -0.02
H 3.17 5.54 0.07
H 3.51 7.32 -1.70
H 3.89 6.69 -3.29
H 5.19 6.83 -2.09
C 0.38 -1.18 -1.97
O 1.21 -0.05 -1.60
C 1.84 -0.07 -0.24
C 0.75 0.01 0.88
O -0.18 -1.04 0.95
C -1.10 -1.19 2.07
C -2.12 -0.08 2.22
O -2.95 -0.03 1.02
C -3.54 -1.25 0.63
H 0.82 -2.07 -1.53
H 0.44 -1.36 -3.04
H -0.69 -1.04 -1.78
H 2.47 0.82 -0.20
H 2.57 -0.88 -0.16
H 0.22 0.89 0.54
H 1.29 0.21 1.81
H -0.55 -1.18 3.01
H -1.64 -2.12 1.88
H -1.49 0.81 2.22
H -2.76 -0.10 3.10
H -4.38 -0.98 -0.01
H -3.75 -1.86 1.50
H -2.91 -1.88 -0.01
C -6.93 -2.63 0.98
O -6.22 -3.82 0.94
C -6.37 -4.68 1.99
C -5.54 -4.40 3.29
O -4.19 -4.29 3.04
C -3.28 -4.15 4.11
C -3.58 -3.03 5.15
O -3.84 -1.75 4.53
C -4.68 -0.84 5.27
H -7.99 -2.70 0.73
H -6.46 -1.98 0.24
H -6.76 -2.14 1.93
H -6.19 -5.69 1.60
H -7.44 -4.79 2.17
H -5.63 -5.33 3.86
H -5.93 -3.56 3.86
H -2.31 -3.98 3.65
H -3.35 -5.16 4.54
H -2.87 -2.97 5.97
H -4.53 -3.26 5.65
H -4.33 -0.72 6.29
H -5.74 -1.08 5.27
H -4.76 0.07 4.67
C 0.65 7.82 -5.53
O 0.51 6.38 -5.67
C 1.36 5.78 -6.71
C 1.32 4.28 -6.65
O 1.86 3.74 -5.44
C 1.06 3.72 -4.21
C -0.38 3.16 -4.41
O -0.49 1.98 -5.26
C 0.47 0.94 -4.96
H 0.49 8.22 -6.53
H 1.67 8.08 -5.24
H -0.20 8.16 -4.94
H 2.38 6.01 -6.41
H 1.23 6.13 -7.73
H 1.89 3.94 -7.52
H 0.34 3.82 -6.79
H 1.01 4.75 -3.87
H 1.54 3.18 -3.39
H -1.10 3.93 -4.68
H -0.73 2.73 -3.47
H 1.48 1.22 -5.26
H 0.21 -0.08 -5.25
H 0.52 0.88 -3.87
C 1.60 -3.76 1.66
O 2.28 -5.06 1.99
C 1.43 -6.15 2.32
C 0.83 -6.74 1.05
O -0.12 -5.86 0.39
C -1.21 -5.47 1.18
C -2.39 -4.88 0.28
O -2.86 -5.85 -0.65
C -4.19 -5.74 -0.99
H 1.19 -3.87 0.65
H 2.33 -2.97 1.48
H 0.83 -3.47 2.37
H 0.59 -5.86 2.96
H 1.91 -6.97 2.86
H 0.42 -7.73 1.25
H 1.62 -6.81 0.29
H -0.98 -4.78 1.99
H -1.66 -6.35 1.65
H -2.03 -4.04 -0.32
H -3.11 -4.52 1.01
H -4.51 -4.75 -1.32
H -4.81 -5.86 -0.11
H -4.48 -6.47 -1.75
C 11.03 -0.95 -2.87
O 9.88 -0.12 -2.62
C 9.13 -0.58 -1.53
C 8.15 -1.68 -1.87
O 6.86 -1.36 -2.30
C 6.70 -0.85 -3.59
C 5.23 -0.53 -3.91
O 4.51 -1.76 -4.16
C 3.18 -1.79 -3.76
H 10.77 -2.00 -3.01
H 11.66 -1.00 -1.98
H 11.53 -0.47 -3.71
H 8.51 0.22 -1.14
H 9.79 -0.80 -0.69
H 7.98 -2.35 -1.02
H 8.53 -2.43 -2.56
H 7.12 -1.63 -4.23
H 7.18 0.12 -3.65
H 5.06 0.14 -4.76
H 4.86 -0.06 -3.00
H 2.72 -2.55 -4.39
H 2.68 -0.84 -3.91
H 3.12 -2.03 -2.70
C 1.81 -0.26 5.55
S 0.60 0.98 6.16
O 0.21 1.81 4.95
C -0.80 -0.21 6.42
H 2.81 0.16 5.62
H 1.59 -0.52 4.51
H 1.77 -1.14 6.18
H -0.53 -0.89 7.22
H -0.85 -0.69 5.44
H -1.67 0.36 6.75
C -3.28 5.29 1.55
S -3.16 5.49 3.43
O -4.54 5.08 3.90
C -2.15 3.99 3.83
H -3.39 4.23 1.31
H -2.34 5.61 1.10
H -4.03 5.81 0.96
H -2.00 3.87 4.91
H -1.17 4.00 3.36
H -2.74 3.16 3.44
C -3.13 1.49 -2.33
S -4.96 1.84 -2.60
O -5.13 2.87 -3.69
C -5.52 0.30 -3.43
H -2.53 1.33 -3.24
H -2.99 0.56 -1.78
H -2.73 2.29 -1.71
H -5.37 -0.48 -2.68
H -4.94 0.03 -4.31
H -6.60 0.30 -3.58
C -5.48 2.13 1.48
S -7.24 1.65 1.18
O -7.15 0.77 -0.11
C -7.52 0.41 2.52
H -5.24 2.72 0.60
H -4.85 1.24 1.54
H -5.41 2.64 2.44
H -6.58 -0.10 2.69
H -8.36 -0.21 2.23
H -7.85 1.07 3.33
*
```